(1)
C3H2Cl2O | ωB97M-V with the def2-TZVPD basis set

CARTESIAN COORDINATES (ANGSTROEM)
O 0.622 0.658 1.096
C 0.282 0.199 -0.169
Cl 0.207 -1.995 1.683
Cl -2.642 -0.276 1.397
H 0.024 -0.001 -2.193
C -0.134 -0.512 0.951
H 1.179 1.338 -1.407
C 0.460 0.587 -1.358

Output
Orbital gap (alpha / beta)   8.150 / 8.152 eV
DFT total energy   -30231.096 eV
HOMO energy (alpha / beta)   -10.217 / -10.217 eV
Net charge   0

=====

(2)
C3H2Cl2O2 | ωB97M-V with the def2-TZVPD basis set

CARTESIAN COORDINATES (ANGSTROEM)
O 0.491 0.776 1.154
C -1.755 -0.772 -0.234
O -2.497 -0.680 -1.051
Cl 2.717 1.021 -0.353
Cl 1.606 -1.558 0.533
H -1.546 -1.467 0.610
C 1.193 0.166 0.188
C -0.124 0.702 -0.182
H -0.085 1.814 -0.665

Output
Orbital gap   9.834 eV
DFT total energy   -32278.771 eV
HOMO energy   -9.517 eV
Net charge   0

=====

(3)
C3H2Cl2O4PtSe2Te2 | ωB97M-V with the def2-TZVPD basis set

CARTESIAN COORDINATES (ANGSTROEM)
C 7.672 5.980 11.845
Se 3.066 6.414 7.414
H 6.982 3.606 4.217
O 7.444 4.825 9.713
Pt 5.625 4.856 10.452
Se 5.167 3.294 8.729
C 8.219 5.674 10.398
Te 3.221 4.669 9.629
O 9.251 6.231 10.038
H 6.337 3.928 5.925
Cl 8.537 4.702 5.678
O 8.322 6.010 12.868
O 6.343 6.037 11.798
Cl 5.934 5.797 4.444
C 6.882 4.330 5.098
Te 4.243 7.233 9.555

Output
Orbital gap (alpha / beta)   4.162 / 5.155 eV
⟨S²⟩   2.022
DFT total energy   -184904.559 eV
2S+1   3
HOMO energy (alpha / beta)   0.398 / -0.758 eV
Net charge   -2

=====

(4)
C3H2Cl2OS | ωB97M-V with the def2-TZVPD basis set

CARTESIAN COORDINATES (ANGSTROEM)
H 1.066 1.374 -0.068
Cl 0.414 -2.291 0.191
O -1.404 1.171 0.235
S -2.498 -1.015 -0.545
C 1.254 0.252 -0.027
Cl 2.812 -0.364 -0.442
C 0.172 -0.568 0.041
H -0.583 1.543 0.685
C -1.231 -0.101 -0.070

Output
Orbital gap   8.214 eV
DFT total energy   -41069.619 eV
SMILES   OC(=S)/C(Cl)=C/Cl
HOMO energy   -9.128 eV
Net charge   0

=====

(5)
C3H2Cl2OS2 | ωB97M-V with the def2-TZVPD basis set

CARTESIAN COORDINATES (ANGSTROEM)
O -1.410 2.423 0.616
S -1.968 -0.574 0.741
C 0.710 -0.194 -0.480
H 0.603 1.588 -1.310
H 0.476 -0.916 1.690
Cl 2.246 -0.355 -1.150
Cl 0.558 -2.904 0.330
S -1.592 1.252 -0.226
C 0.324 -1.222 0.610
C 0.052 0.901 -0.822

Output
Orbital gap (alpha / beta)   7.650 / 7.651 eV
DFT total energy   -51902.985 eV
HOMO energy (alpha / beta)   -9.183 / -9.184 eV
Net charge   0

=====

(6)
C3H2Cl4S | ωB97M-V with the def2-TZVPD basis set

CARTESIAN COORDINATES (ANGSTROEM)
C 1.614 0.090 -0.533
H 1.241 0.004 -1.490
S 2.827 0.685 0.265
Cl -2.584 -0.087 0.965
Cl -0.118 -2.233 0.230
C 0.103 -0.550 0.467
Cl -1.478 0.038 -1.701
C -1.066 0.277 0.009
Cl -0.769 1.964 0.253
H 0.230 -0.188 1.535

Output
Orbital gap (alpha / beta)   7.798 / 7.898 eV
⟨S²⟩   2.009
DFT total energy   -64064.146 eV
2S+1   3
HOMO energy (alpha / beta)   -7.247 / -10.846 eV
Net charge   0

=====

(7)
C3H2ClF2N | ωB97M-V with the def2-TZVPD basis set

CARTESIAN COORDINATES (ANGSTROEM)
F -0.796 -0.109 1.501
C -0.737 1.339 -0.223
C 1.014 -0.532 0.032
H 1.301 -0.011 -0.932
F 1.016 -1.896 -0.003
Cl -1.765 -1.000 -1.084
H 1.409 -0.220 1.011
N -1.003 2.414 -0.499
C -0.438 0.015 0.197

Output
Orbital gap   10.444 eV
DFT total energy   -22588.849 eV
SMILES   N#C[C@@](F)(Cl)CF
HOMO energy   -11.594 eV
Net charge   0

=====

(8)
C3H2ClFO | ωB97M-V with the def2-TZVPD basis set

CARTESIAN COORDINATES (ANGSTROEM)
O 1.842 0.877 -0.009
C 1.327 -0.213 -0.013
C -1.035 0.481 -0.008
F -0.738 1.773 0.002
H 1.915 -1.148 0.021
C -0.128 -0.480 -0.001
Cl -2.731 0.226 -0.007
H -0.452 -1.516 0.016

Output
Orbital gap   10.142 eV
DFT total energy   -20429.589 eV
SMILES   O=C/C=C(\F)Cl
HOMO energy   -10.235 eV
Net charge   0

=====

Here are the calculated ΔE to the lowest compared entry with this formula, charge and spin numbers, same order: 405.1; 440.9; 168.1; 33.2; 251.2; 80.4; 42.2; 8.9 (kJ/mol).